8 unconnected molecules or ions with the total composition C33H89N9O10. Source: the OMol25 dataset; level of theory: ωB97M-V/def2-TZVPD.

Last columns: bonded neighbours and bond lengths (Å).
Positions of all 141 atoms, in Å:
1 C 3.97 -6.14 -3.40  O2 1.402, H7 1.090, H8 1.090, H9 1.090
2 O 3.06 -5.30 -4.06  C1 1.402, C3 1.417
3 C 3.34 -3.91 -4.09  O2 1.417, C4 1.555, H10 1.090, H11 1.090
4 C 2.51 -3.13 -5.15  C3 1.555, C5 1.532, N6 1.498, H12 1.090
5 C 2.54 -1.61 -4.98  C4 1.532, H13 1.090, H14 1.090, H15 1.090
6 N 1.09 -3.57 -4.93  C4 1.498, H16 1.010, H17 1.010
7 H 4.24 -5.74 -2.42  C1 1.090
8 H 4.87 -6.03 -4.01  C1 1.090
9 H 3.70 -7.19 -3.48  C1 1.090
10 H 3.01 -3.62 -3.10  C3 1.090
11 H 4.41 -3.68 -4.10  C3 1.090
12 H 2.74 -3.55 -6.13  C4 1.090
13 H 1.94 -1.04 -5.68  C5 1.090
14 H 3.55 -1.23 -5.13  C5 1.090
15 H 2.17 -1.24 -4.03  C5 1.090
16 H 1.22 -4.56 -4.81  N6 1.010
17 H 0.86 -3.15 -4.04  N6 1.010
18 C -7.60 -2.65 -5.74  O19 1.381, H24 1.090, H25 1.090, H26 1.090
19 O -7.17 -1.43 -5.25  C18 1.381, C20 1.450
20 C -7.94 -0.35 -5.83  O19 1.450, C21 1.519, H27 1.090, H28 1.090
21 C -7.49 1.00 -5.30  C20 1.519, C22 1.581, N23 1.425, H29 1.090
22 C -7.54 0.99 -3.72  C21 1.581, H30 1.090, H31 1.090, H32 1.090
23 N -8.27 2.09 -5.79  C21 1.425, H33 1.010, H34 1.010
24 H -6.85 -3.44 -5.78  C18 1.090
25 H -7.84 -2.55 -6.80  C18 1.090
26 H -8.50 -3.03 -5.27  C18 1.090
27 H -7.81 -0.22 -6.91  C20 1.090
28 H -9.03 -0.39 -5.71  C20 1.090
29 H -6.43 1.23 -5.46  C21 1.090
30 H -7.59 1.95 -3.21  C22 1.090
31 H -6.81 0.44 -3.13  C22 1.090
32 H -8.52 0.57 -3.49  C22 1.090
33 H -8.11 2.93 -5.25  N23 1.010
34 H -7.94 2.20 -6.74  N23 1.010
35 C 5.79 1.38 6.10  O36 1.431, H41 1.090, H42 1.090, H43 1.090
36 O 4.74 1.56 5.14  C35 1.431, C37 1.372
37 C 5.04 1.58 3.80  O36 1.372, C38 1.605, H44 1.090, H45 1.090
38 C 5.76 0.30 3.15  C37 1.605, C39 1.527, N40 1.477, H46 1.090
39 C 5.88 0.59 1.66  C38 1.527, H47 1.090, H48 1.090, H49 1.090
40 N 4.89 -0.89 3.19  C38 1.477, H50 1.010, H51 1.010
41 H 5.49 1.37 7.15  C35 1.090
42 H 6.64 2.01 5.86  C35 1.090
43 H 6.14 0.35 6.03  C35 1.090
44 H 4.10 1.68 3.26  C37 1.090
45 H 5.51 2.51 3.45  C37 1.090
46 H 6.72 0.20 3.67  C38 1.090
47 H 6.50 -0.20 1.22  C39 1.090
48 H 6.43 1.50 1.39  C39 1.090
49 H 4.94 0.48 1.12  C39 1.090
50 H 4.12 -0.65 2.58  N40 1.010
51 H 4.40 -0.84 4.07  N40 1.010
52 C 3.94 6.06 -0.35  O53 1.489, H58 1.090, H59 1.090, H60 1.090
53 O 4.10 4.78 -1.10  C52 1.489, C54 1.380
54 C 4.89 4.83 -2.23  O53 1.380, C55 1.553, H61 1.090, H62 1.090
55 C 4.48 5.68 -3.47  C54 1.553, C56 1.557, N57 1.436, H63 1.090
56 C 3.47 4.92 -4.38  C55 1.557, H64 1.090, H65 1.090, H66 1.090
57 N 5.66 6.05 -4.19  C55 1.436, H67 1.010, H68 1.010
58 H 4.89 6.24 0.15  C52 1.090
59 H 3.28 5.97 0.51  C52 1.090
60 H 3.69 6.88 -1.02  C52 1.090
61 H 5.86 5.02 -1.78  C54 1.090
62 H 4.87 3.80 -2.60  C54 1.090
63 H 4.12 6.65 -3.15  C55 1.090
64 H 3.22 5.40 -5.33  C56 1.090
65 H 2.56 4.69 -3.82  C56 1.090
66 H 3.94 3.97 -4.60  C56 1.090
67 H 6.40 6.49 -3.66  N57 1.010
68 H 6.19 5.20 -4.33  N57 1.010
69 C -5.30 -3.48 3.69  O70 1.419, H75 1.090, H76 1.090, H77 1.090
70 O -5.10 -2.54 4.74  C69 1.419, C71 1.386
71 C -3.86 -1.94 4.70  O70 1.386, C72 1.538, H78 1.090, H79 1.090
72 C -3.43 -1.23 6.00  C71 1.538, C73 1.522, N74 1.478, H80 1.090
73 C -4.32 -0.06 6.40  C72 1.522, H81 1.090, H82 1.090, H83 1.090
74 N -1.97 -0.99 5.92  C72 1.478, H84 1.010, H85 1.010
75 H -6.35 -3.73 3.83  C69 1.090
76 H -4.74 -4.41 3.81  C69 1.090
77 H -5.00 -3.03 2.74  C69 1.090
78 H -3.17 -2.76 4.52  C71 1.090
79 H -3.89 -1.17 3.93  C71 1.090
80 H -3.66 -1.89 6.84  C72 1.090
81 H -4.30 0.79 5.72  C73 1.090
82 H -4.14 0.37 7.39  C73 1.090
83 H -5.32 -0.50 6.50  C73 1.090
84 H -1.54 -1.88 5.72  N74 1.010
85 H -1.75 -0.42 5.12  N74 1.010
86 C -1.16 -5.95 -0.97  O87 1.429, H95 1.090, H96 1.090, H97 1.090
87 O -0.71 -5.24 0.18  C86 1.429, C88 1.449
88 C 0.21 -6.03 0.98  O87 1.449, C89 1.498, H98 1.090, H99 1.090
89 C 1.24 -5.19 1.67  C88 1.498, N90 1.420, H100 1.090, H101 1.090
90 N 2.39 -5.86 2.17  C89 1.420, C91 1.436, H102 1.010
91 C 2.19 -6.60 3.38  N90 1.436, C92 1.519, H103 1.090, H104 1.090
92 C 3.52 -6.98 4.01  C91 1.519, O93 1.361, H105 1.090, H106 1.090
93 O 3.96 -5.97 4.81  C92 1.361, C94 1.420
94 C 5.33 -6.00 5.19  O93 1.420, H107 1.090, H108 1.090, H109 1.090
95 H -1.62 -6.86 -0.57  C86 1.090
96 H -0.29 -6.23 -1.56  C86 1.090
97 H -1.86 -5.34 -1.55  C86 1.090
98 H 0.73 -6.85 0.49  C88 1.090
99 H -0.41 -6.45 1.78  C88 1.090
100 H 0.70 -4.64 2.43  C89 1.090
101 H 1.57 -4.42 0.96  C89 1.090
102 H 3.10 -5.15 2.26  N90 1.010
103 H 1.56 -7.46 3.18  C91 1.090
104 H 1.66 -5.98 4.11  C91 1.090
105 H 4.17 -7.27 3.18  C92 1.090
106 H 3.42 -7.93 4.53  C92 1.090
107 H 5.62 -5.08 5.69  C94 1.090
108 H 5.98 -6.07 4.31  C94 1.090
109 H 5.58 -6.90 5.74  C94 1.090
110 C -2.22 3.67 -3.73  O111 1.476, H119 1.090, H120 1.090, H121 1.090
111 O -2.59 4.07 -2.36  C110 1.476, C112 1.389
112 C -2.67 5.45 -2.26  O111 1.389, C113 1.550, H122 1.090, H123 1.090
113 C -3.32 5.98 -0.95  C112 1.550, N114 1.459, H124 1.090, H125 1.090
114 N -2.44 5.91 0.22  C113 1.459, C115 1.430, H126 1.010
115 C -3.11 6.60 1.28  N114 1.430, C116 1.536, H127 1.090, H128 1.090
116 C -2.42 6.39 2.64  C115 1.536, O117 1.397, H129 1.090, H130 1.090
117 O -2.22 5.04 2.92  C116 1.397, C118 1.397
118 C -1.30 4.85 3.95  O117 1.397, H131 1.090, H132 1.090, H133 1.090
119 H -2.90 4.03 -4.51  C110 1.090
120 H -2.08 2.59 -3.76  C110 1.090
121 H -1.22 4.02 -4.01  C110 1.090
122 H -3.23 5.86 -3.10  C112 1.090
123 H -1.68 5.87 -2.40  C112 1.090
124 H -4.24 5.43 -0.76  C113 1.090
125 H -3.50 7.04 -1.12  C113 1.090
126 H -2.44 4.98 0.63  N114 1.010
127 H -4.15 6.32 1.48  C115 1.090
128 H -3.13 7.67 1.07  C115 1.090
129 H -3.16 6.61 3.41  C116 1.090
130 H -1.54 7.01 2.82  C116 1.090
131 H -0.37 5.42 3.94  C118 1.090
132 H -0.90 3.84 3.87  C118 1.090
133 H -1.72 4.98 4.95  C118 1.090
134 N -1.67 -0.10 -0.38  C135 1.320, H138 1.010, H139 1.010
135 C -0.55 0.48 0.01  N134 1.320, N136 1.287, O137 1.201
136 N -0.39 1.65 -0.49  C135 1.287, H140 1.010, H141 1.010
137 O 0.20 -0.05 0.80  C135 1.201
138 H -2.10 0.34 -1.18  N134 1.010
139 H -1.83 -1.05 -0.07  N134 1.010
140 H 0.48 2.12 -0.28  N136 1.010
141 H -1.04 2.08 -1.14  N136 1.010

Its charge is 0. The molar mass is 772.128 g mol⁻¹. The SMILES is COC[C@H](C)N.COC[C@H](C)N.COC[C@H](C)N.COC[C@H](C)N.COC[C@H](C)N.COCCNCCOC.COCCNCCOC.NC(N)=O. For the frontier orbital gap, the calculation gives 0.32421 hartree. Its spin multiplicity is 1. As for the energy above the lowest of the compared OMol25 structures with the same formula, charge and spin: 426.9 kJ/mol. The HOMO energy comes out at -8.6 eV. Its total energy is -69540.9812 eV.